[1]
ORCA calculation (ωB97M-V with the def2-TZVPD basis set) on a molecular structure, C18H41OP3ReS.

XYZ file:
```
65
Properties=species:S:1:pos:R:3
Re 0.170 0.454 0.240
P 1.890 1.537 1.117
P -1.167 0.438 2.049
P -0.837 2.250 -0.585
H 0.055 -0.916 -3.617
C 0.594 -0.064 -3.248
C 1.608 -0.204 -2.250
H 2.606 -0.201 -2.719
C 3.180 0.438 1.835
C 1.685 2.739 2.501
C 2.936 2.563 -0.009
C -2.609 -0.665 1.737
C -0.492 -0.261 3.617
C -1.952 1.961 2.724
C -0.618 2.897 -2.291
C -0.715 3.915 0.223
C -2.641 1.891 -0.723
H 0.604 0.825 -3.912
H 1.599 0.503 -1.368
H 3.418 -0.383 1.142
H 2.831 0.032 2.794
H 4.070 1.062 1.991
H 1.293 2.197 3.380
H 1.006 3.547 2.183
H 2.700 3.122 2.680
H 3.387 1.930 -0.788
H 3.720 3.009 0.621
H 2.334 3.355 -0.478
H -3.305 -0.561 2.580
H -2.270 -1.705 1.637
H -3.109 -0.370 0.808
H -1.130 0.100 4.435
H 0.537 0.087 3.791
H -0.517 -1.360 3.579
H -2.467 1.652 3.648
H -2.665 2.369 1.996
H -1.171 2.704 2.950
H -1.285 3.757 -2.389
H -0.843 2.167 -3.066
H 0.417 3.254 -2.388
H -1.189 4.659 -0.434
H 0.335 4.206 0.352
H -1.212 3.951 1.197
H -3.023 2.404 -1.615
H -3.209 2.225 0.151
H -2.791 0.815 -0.880
C 0.449 -3.223 -2.443
C -0.914 -2.897 -2.585
C -1.835 -3.889 -2.953
C -1.352 -5.191 -3.181
C 0.008 -5.520 -3.061
C 0.924 -4.521 -2.677
S 1.668 -2.121 -1.570
H 0.446 -1.759 -1.020
H -1.290 -1.893 -2.335
H -2.911 -3.643 -3.057
H -2.047 -5.981 -3.462
H 0.374 -6.540 -3.275
H 1.988 -4.679 -2.457
C 0.290 -3.058 1.328
O 0.736 -1.664 1.370
H 1.028 -3.693 0.808
H -0.680 -3.119 0.808
H 0.155 -3.415 2.361
H 1.208 -1.517 2.205
```

largest force on an atom = 5.912 eV/A
lowest unoccupied orbital energy (spin up / spin down) = -14.16 / -15.45 eV
calculated total energy = -62162.98016 eV
expectation value of S² = 3.77
multiplicity = 4
energy above the lowest of the compared OMol25 structures with the same formula, charge and spin = 5.0 kcal/mol
charge = +4

Atomic partial charges in e from the Löwdin method, atoms 1 to 2: 0.76, 0.65

---

[2]
ORCA calculation (ωB97M-V with the def2-TZVPD basis set) on 3 unconnected molecules or ions with the total composition C18H42BO3.

XYZ file:
```
64
Properties=species:S:1:pos:R:3
C 3.458 -3.005 -1.570
O 4.245 -2.087 -2.305
C 3.491 -1.224 -3.167
C 2.967 0.041 -2.484
C 1.649 -0.055 -1.711
B 0.360 -0.653 -2.511
O -0.888 -0.578 -1.662
C -0.995 -1.845 -1.064
C -0.571 -2.791 -2.176
O 0.522 -2.149 -2.763
H 2.749 -3.525 -2.221
H 4.151 -3.719 -1.119
H 2.875 -2.527 -0.777
H 4.199 -0.943 -3.952
H 2.667 -1.787 -3.615
H 2.837 0.787 -3.278
H 3.789 0.407 -1.853
H 1.376 0.964 -1.397
H 1.799 -0.618 -0.784
H 0.190 -0.015 -3.563
H -2.009 -2.010 -0.678
H -0.291 -1.938 -0.217
H -0.293 -3.790 -1.811
H -1.404 -2.916 -2.891
C 3.166 0.491 1.581
C 2.865 -0.911 2.098
C 1.369 -1.221 2.168
C 0.565 -0.302 3.089
C 1.059 -0.247 4.535
C 1.029 -1.600 5.238
H 2.771 1.261 2.248
H 4.240 0.656 1.483
H 2.714 0.637 0.597
H 3.325 -1.052 3.083
H 3.334 -1.644 1.438
H 1.233 -2.262 2.477
H 0.948 -1.151 1.163
H -0.480 -0.630 3.082
H 0.562 0.711 2.678
H 0.441 0.464 5.092
H 2.077 0.152 4.562
H 0.020 -2.021 5.226
H 1.345 -1.516 6.280
H 1.689 -2.318 4.750
C -5.833 2.783 0.087
C -5.019 2.731 -1.201
C -4.057 1.544 -1.268
C -3.002 1.501 -0.162
C -2.111 2.742 -0.082
C -1.323 2.979 -1.367
H -5.189 2.897 0.960
H -6.539 3.617 0.085
H -6.405 1.861 0.221
H -4.458 3.664 -1.311
H -5.699 2.686 -2.057
H -3.555 1.541 -2.237
H -4.635 0.614 -1.232
H -2.354 0.646 -0.357
H -3.485 1.333 0.807
H -1.410 2.602 0.746
H -2.701 3.632 0.169
H -0.756 2.086 -1.631
H -0.631 3.818 -1.262
H -1.984 3.203 -2.206
```

largest force on an atom = 0.220 eV/A
lowest unoccupied orbital energy = 2.99 eV
calculated total energy = -26168.77621 eV
energy above the lowest of the compared OMol25 structures with the same formula, charge and spin = 0.0 kcal/mol
charge = -1

Atomic partial charges in e from the Löwdin method, atoms 1 to 2: -0.11, -0.20

---

[3]
ORCA calculation (ωB97M-V with the def2-TZVPD basis set) on 6 unconnected molecules or ions with the total composition C18H42Cl6O8.

XYZ file:
```
74
Properties=species:S:1:pos:R:3
Cl -2.032 -0.437 5.169
C -2.244 1.268 4.680
Cl -3.336 2.146 5.800
Cl -2.811 1.339 3.026
H -1.268 1.728 4.818
Cl -0.916 -1.600 1.551
C -1.626 -0.766 0.154
Cl -1.376 -1.741 -1.289
Cl -1.034 0.877 -0.056
H -2.673 -0.688 0.351
C 4.248 2.062 -2.378
O 3.679 2.193 -1.086
C 3.171 1.019 -0.514
C 2.829 1.353 0.935
O 1.786 2.275 1.070
C 1.367 2.652 2.382
H 4.845 2.948 -2.547
H 3.479 1.880 -3.180
H 4.824 1.130 -2.426
H 3.970 0.318 -0.480
H 2.272 0.660 -1.085
H 3.663 1.825 1.470
H 2.682 0.385 1.429
H 0.526 3.367 2.277
H 2.177 3.224 2.867
H 1.107 1.752 2.919
C -0.387 0.388 -4.244
O -0.186 1.526 -5.089
C 1.037 1.383 -5.723
C 0.983 2.261 -6.975
O 2.175 2.120 -7.708
C 2.374 3.093 -8.666
H -1.281 0.557 -3.611
H 0.463 0.370 -3.550
H -0.498 -0.531 -4.811
H 1.125 0.358 -6.059
H 1.885 1.669 -5.102
H 0.897 3.313 -6.659
H 0.107 2.047 -7.559
H 1.608 3.158 -9.427
H 3.342 2.900 -9.127
H 2.379 4.119 -8.211
C -4.903 -1.179 2.972
O -4.556 -1.155 1.587
C -5.674 -0.888 0.752
C -5.222 -0.642 -0.702
O -4.377 0.505 -0.718
C -4.004 0.843 -2.095
H -4.054 -1.564 3.561
H -5.727 -1.881 3.133
H -5.218 -0.190 3.291
H -6.202 -0.011 1.059
H -6.394 -1.701 0.801
H -6.099 -0.537 -1.356
H -4.606 -1.467 -1.058
H -3.264 1.672 -2.079
H -4.925 1.135 -2.666
H -3.641 0.000 -2.678
C 2.818 -1.775 2.927
O 2.575 -3.188 2.821
C 1.372 -3.581 3.467
C 1.628 -4.249 4.753
O 2.029 -3.315 5.718
C 2.723 -3.827 6.800
H 3.595 -1.572 2.210
H 3.081 -1.480 3.960
H 1.925 -1.217 2.536
H 0.979 -4.288 2.776
H 0.762 -2.709 3.640
H 2.420 -5.045 4.650
H 0.784 -4.736 5.214
H 3.626 -4.380 6.534
H 2.078 -4.427 7.436
H 3.139 -3.051 7.422
```

largest force on an atom = 2.490 eV/A
lowest unoccupied orbital energy = 0.59 eV
calculated total energy = -110855.87414 eV
energy above the lowest of the compared OMol25 structures with the same formula, charge and spin = 0.0 kcal/mol

Atomic partial charges in e from the Löwdin method, atoms 1 to 2: 0.52, -1.49

---

[4]
ORCA calculation (ωB97M-V with the def2-TZVPD basis set) on a molecular structure, C18H42F8N7O11PS2V.

XYZ file:
```
90
Properties=species:S:1:pos:R:3
O -1.270 -0.861 -0.370
V -0.877 -0.075 0.921
N -2.674 0.214 1.770
S -4.053 0.561 1.302
O -4.415 1.965 1.482
O -5.129 -0.463 1.311
F -3.640 0.482 -0.254
S -3.218 -0.214 3.413
O -3.614 -1.598 3.687
O -3.875 0.759 4.205
F -1.777 -0.161 4.125
P 1.186 -0.166 -3.925
F 0.257 0.985 -4.681
F 2.025 -0.285 -5.290
F 2.172 0.999 -3.230
F 2.107 -1.399 -3.338
F 0.372 -0.043 -2.536
F 0.208 -1.342 -4.410
C 0.505 1.720 3.540
O 0.188 1.165 2.491
N 1.237 2.865 3.677
C 1.472 3.457 5.018
C 1.792 3.636 2.555
H 0.280 1.333 4.546
H 2.487 3.732 5.303
H 1.039 2.858 5.818
H 0.913 4.393 5.011
H 1.365 4.638 2.595
H 2.874 3.759 2.609
H 1.567 3.163 1.599
C -0.995 3.005 -0.300
O -1.047 1.822 -0.189
N 0.122 3.730 -0.648
C 0.143 5.181 -0.473
C 1.323 3.149 -1.112
H -1.791 3.702 0.003
H 0.425 5.673 -1.404
H 0.921 5.453 0.240
H -0.827 5.575 -0.170
H 1.263 2.112 -1.442
H 1.688 3.779 -1.923
H 2.132 3.162 -0.381
C -0.401 -2.918 2.798
O -0.663 -1.906 2.112
N -1.056 -4.110 2.712
C -2.165 -4.270 1.772
C -0.554 -5.287 3.382
H 0.469 -2.981 3.469
H -3.083 -4.309 2.358
H -2.047 -5.253 1.318
H -2.360 -3.482 1.045
H -1.287 -5.765 4.032
H -0.189 -5.998 2.640
H 0.174 -4.958 4.123
C 2.350 -0.352 -0.140
O 1.239 -0.078 0.396
N 3.555 -0.054 0.436
C 4.865 -0.276 -0.188
C 3.627 0.605 1.736
H 2.385 -0.812 -1.139
H 4.717 -0.960 -1.023
H 5.575 -0.717 0.511
H 5.213 0.673 -0.594
H 2.733 0.457 2.342
H 4.433 0.153 2.314
H 3.855 1.666 1.645
C 0.329 -3.678 -1.735
O 0.493 -2.956 -0.730
N 0.495 -5.036 -1.765
C 0.631 -5.732 -3.034
C 0.817 -5.719 -0.529
H 0.072 -3.254 -2.718
H 0.254 -6.754 -3.067
H 1.695 -5.656 -3.260
H 0.113 -5.222 -3.846
H 0.412 -5.164 0.317
H 0.326 -6.687 -0.422
H 1.880 -5.817 -0.307
C -2.615 1.204 -3.141
O -3.436 0.311 -3.176
N -2.665 2.357 -3.856
C -1.573 3.358 -3.817
C -3.738 2.650 -4.842
H -1.697 1.130 -2.538
H -1.090 3.269 -4.791
H -0.849 3.202 -3.017
H -2.009 4.334 -3.602
H -3.290 2.961 -5.786
H -4.494 1.881 -5.000
H -4.310 3.528 -4.540
```

largest force on an atom = 11.518 eV/A
lowest unoccupied orbital energy (spin up / spin down) = -0.32 / -0.41 eV
calculated total energy = -130692.34029 eV
expectation value of S² = 0.79
multiplicity = 2
energy above the lowest of the compared OMol25 structures with the same formula, charge and spin = 0.0 kcal/mol

Atomic partial charges in e from the Löwdin method, atoms 1 to 2: -0.18, 0.95

---

[5]
ORCA calculation (ωB97M-V with the def2-TZVPD basis set) on a molecular structure, C18H42IN21O10S.

XYZ file:
```
93
Properties=species:S:1:pos:R:3
C 5.222 -1.322 -2.064
C 4.679 -0.275 -2.263
C 3.950 0.970 -2.408
C 2.565 0.778 -1.802
C 2.381 1.021 -0.400
I 4.023 1.650 0.770
C 1.190 0.845 0.180
O 0.950 1.088 1.516
C 0.128 0.390 -0.631
N -1.124 0.149 -0.205
S -1.942 -0.357 -1.467
N -0.818 -0.311 -2.614
C 0.287 0.129 -2.004
C 1.554 0.337 -2.613
N 1.674 0.030 -3.969
H 5.415 -2.334 -1.818
H 3.876 1.253 -3.454
H 4.482 1.777 -1.920
H 0.566 1.972 1.559
H 2.347 0.598 -4.459
H 0.778 0.112 -4.435
C 1.776 0.618 5.168
O 0.869 1.434 5.207
N 2.417 0.189 6.300
N 2.243 0.087 4.004
H 3.176 -0.464 6.299
H 2.107 0.573 7.172
H 1.846 0.405 3.134
H 2.992 -0.577 3.967
C 1.071 -3.926 -2.164
O 1.565 -3.030 -1.497
N 1.434 -5.234 -2.022
N 0.118 -3.679 -3.115
H 1.041 -5.979 -2.563
H 2.142 -5.444 -1.334
H -0.157 -2.721 -3.241
H -0.305 -4.389 -3.680
C 4.833 -6.232 -1.735
O 4.167 -5.817 -0.797
N 5.067 -5.475 -2.846
N 5.387 -7.475 -1.738
H 5.610 -5.789 -3.627
H 4.660 -4.558 -2.871
H 5.238 -8.044 -0.925
H 5.939 -7.836 -2.492
C -5.730 0.566 -3.570
O -4.989 -0.120 -4.251
N -6.730 1.329 -4.096
N -5.609 0.621 -2.202
H -7.341 1.892 -3.539
H -6.859 1.318 -5.098
H -4.882 0.069 -1.790
H -6.198 1.173 -1.610
C -9.482 2.119 -6.163
O -8.370 1.758 -6.528
N -9.690 3.012 -5.159
N -10.624 1.646 -6.749
H -10.617 3.311 -4.853
H -8.877 3.391 -4.713
H -10.517 0.986 -7.495
H -11.543 1.929 -6.468
C 4.748 1.877 8.710
O 5.425 1.151 7.999
N 3.739 2.647 8.211
N 4.946 1.970 10.061
H 3.166 3.253 8.766
H 3.578 2.596 7.221
H 5.682 1.415 10.455
H 4.404 2.560 10.661
C -12.885 4.454 -3.370
O -12.095 3.946 -4.157
N -13.185 3.879 -2.174
N -13.516 5.629 -3.639
H -13.827 4.274 -1.514
H -12.732 3.011 -1.955
H -13.310 6.072 -4.515
H -14.166 6.065 -3.013
C 5.739 4.564 4.628
O 5.558 5.120 5.695
N 6.029 5.256 3.481
N 5.667 3.207 4.482
H 6.180 4.821 2.592
H 6.088 6.254 3.552
H 5.456 2.667 5.303
H 5.811 2.732 3.612
C 5.839 -5.223 2.584
O 6.598 -5.880 1.893
N 4.805 -4.499 2.068
N 5.968 -5.162 3.949
H 4.175 -3.956 2.626
H 4.677 -4.523 1.070
H 6.718 -5.683 4.362
H 5.359 -4.632 4.541
```

largest force on an atom = 1.145 eV/A
lowest unoccupied orbital energy = -0.28 eV
calculated total energy = -90058.07072 eV

Atomic partial charges in e from the Löwdin method, atoms 1 to 2: 0.13, -0.14

---

[6]
ORCA calculation (ωB97M-V with the def2-TZVPD basis set) on 6 unconnected molecules or ions with the total composition C18H42N6O6.

XYZ file:
```
72
Properties=species:S:1:pos:R:3
C 2.077 6.562 -13.921
N 2.197 5.756 -15.126
C 1.638 5.983 -16.339
C 2.257 5.100 -17.432
O 0.779 6.819 -16.574
H 2.354 7.598 -14.138
H 2.708 6.121 -13.161
H 1.025 6.690 -13.653
H 2.806 4.958 -15.112
H 1.441 4.433 -17.721
H 3.147 4.585 -17.090
H 2.468 5.717 -18.302
C -2.161 6.969 -16.300
N -3.581 6.819 -16.155
C -4.263 5.720 -16.543
C -5.754 5.798 -16.520
O -3.681 4.693 -16.873
H -1.655 6.956 -15.333
H -1.833 7.866 -16.829
H -1.791 6.157 -16.925
H -4.008 7.385 -15.438
H -6.192 5.005 -15.909
H -6.251 5.592 -17.469
H -6.109 6.767 -16.169
C 5.812 2.123 -14.205
N 6.214 3.141 -13.274
C 5.560 4.305 -13.084
C 6.021 5.095 -11.879
O 4.647 4.673 -13.806
H 4.790 1.771 -13.993
H 6.383 1.199 -14.182
H 5.619 2.424 -15.236
H 6.868 2.880 -12.556
H 5.426 5.986 -11.676
H 7.035 5.493 -11.955
H 5.936 4.519 -10.955
C 0.744 10.048 -15.126
N -0.116 11.163 -14.733
C -1.161 11.537 -15.505
C -1.670 12.969 -15.400
O -1.705 10.843 -16.355
H 1.489 10.292 -15.882
H 0.118 9.268 -15.556
H 1.209 9.663 -14.222
H 0.023 11.676 -13.882
H -2.659 13.146 -15.803
H -0.957 13.475 -16.060
H -1.575 13.420 -14.409
C 5.273 3.129 -22.232
N 5.320 4.380 -21.515
C 4.941 4.508 -20.210
C 5.312 5.873 -19.633
O 4.449 3.604 -19.571
H 6.274 2.845 -22.548
H 4.530 3.117 -23.039
H 4.816 2.326 -21.651
H 5.740 5.129 -22.033
H 4.703 6.132 -18.770
H 5.115 6.718 -20.305
H 6.384 5.963 -19.456
C -0.710 3.492 -15.244
N -1.458 2.987 -16.403
C -1.105 1.841 -17.030
C -1.921 1.527 -18.226
O -0.180 1.154 -16.603
H -1.128 4.476 -15.051
H 0.312 3.513 -15.628
H -0.772 2.797 -14.409
H -2.308 3.455 -16.704
H -2.499 2.368 -18.600
H -2.556 0.648 -18.118
H -1.210 1.244 -19.009
```

largest force on an atom = 2.397 eV/A
lowest unoccupied orbital energy = 0.63 eV
calculated total energy = -40574.72161 eV
energy above the lowest of the compared OMol25 structures with the same formula, charge and spin = 22.0 kcal/mol

Atomic partial charges in e from the Löwdin method, atoms 1 to 2: -0.06, 0.01